Entry 1:
This record from the Open Molecules 2025 dataset describes a cluster of 2 separate species, C4H6OS in total at a distorted geometry. The level of theory is the ωB97M-V functional and the def2-TZVPD basis.

```
12
Properties=species:S:1:pos:R:3:forces:R:3
C 0.227832 0.768363 -0.451138 4.12 0.64 -2.88
C -0.408410 -0.548100 -0.066573 -1.72 1.73 0.29
C -0.275689 -1.616944 -1.096004 1.96 -4.47 -3.08
C 0.145877 -2.630488 -1.767333 -3.24 4.18 1.89
H -1.266238 1.508578 1.001619 2.21 1.67 0.31
H -0.111089 1.114214 -1.484791 -0.16 -0.30 1.61
H 1.397174 0.573117 -0.722450 -2.44 0.47 1.07
H -1.499594 -0.044022 0.142245 1.41 -2.25 -0.69
H 0.951785 -0.293234 1.667834 -4.05 -3.25 -2.79
H 0.008879 -3.435920 -2.540434 0.63 1.23 1.37
O 0.094012 -1.108838 1.085264 3.96 2.99 3.64
S 0.101832 2.100688 0.846259 -2.68 -2.65 -0.74
```
Positions in Å, forces in eV/Å.

maximum force: 0.1197 Eh/bohr
Kohn-Sham gap: 10.04 eV

Mulliken atomic charge list, values in e, 5 entries: number 1, C, carries -0.916; number 2, C, carries 0.684; number 3, C, carries -0.579; number 4, C, carries -0.206; number 5, H, carries 0.177


Entry 2:
This record from the Open Molecules 2025 dataset describes a structure of composition C4H6OS at a distorted geometry. The level of theory is the ωB97M-V functional and the def2-TZVPD basis.

```
12
Properties=species:S:1:pos:R:3:forces:R:3
C -0.768617 0.355481 -0.534093 -3.22 0.78 1.45
C -0.688167 -1.146757 -0.326683 0.78 -0.41 0.38
C 0.314964 0.998526 0.362110 -1.91 0.25 -1.44
C 1.521071 0.276370 0.603889 0.34 -1.95 -3.09
O 0.626707 0.279705 1.569332 -0.69 0.09 1.81
S 0.950846 -1.608171 -0.812558 2.15 1.39 0.79
H -0.691317 0.766741 -1.568065 0.39 -0.88 0.59
H -1.949408 0.615693 -0.274250 3.05 0.04 -0.04
H -0.654206 -1.543106 0.718136 -0.91 1.20 -0.48
H -1.464841 -1.695957 -0.840223 -0.01 -0.13 -0.37
H 0.250899 2.071717 0.419661 0.27 0.27 0.40
H 2.552069 0.629757 0.682743 -0.22 -0.64 0.01
```
Positions in Å, forces in eV/Å.

maximum force: 0.0713 Eh/bohr
Kohn-Sham gap (alpha / beta): 8.46 / 8.46 eV

Mulliken atomic charge list, values in e, 5 entries: number 1, C, carries -0.523; number 2, C, carries -0.660; number 3, C, carries 0.168; number 4, C, carries -0.264; number 5, O, carries -0.370


Entry 3:
This record from the Open Molecules 2025 dataset describes an isolated molecule of C4H6OS at a distorted geometry. The level of theory is the ωB97M-V functional and the def2-TZVPD basis.

```
12
Properties=species:S:1:pos:R:3:forces:R:3
C -1.043580 -1.662042 0.096260 -0.35 0.01 -2.07
C -0.701353 -0.194107 -0.124899 -0.39 0.39 0.58
O -1.506417 0.720623 -0.271204 0.71 -1.83 0.07
C 0.789201 0.168741 -0.096015 0.79 1.51 0.42
C 0.985417 1.727500 0.078133 -1.68 -1.83 -0.56
S 2.015391 -0.910653 -0.154952 -0.93 0.81 -0.06
H -1.440692 -1.990383 -0.913884 0.52 0.11 0.95
H -0.179503 -2.288258 0.344156 -0.34 0.36 -0.02
H -1.878763 -1.823720 0.754248 -0.21 0.27 0.49
H -0.015456 2.181877 0.102576 0.47 -0.14 0.19
H 1.459882 2.123508 -0.788092 0.78 0.25 -0.58
H 1.515868 1.946919 0.973671 0.63 0.09 0.59
```
Positions in Å, forces in eV/Å.

SMILES string: CC(=O)C(C)=S
maximum force: 0.0495 Eh/bohr
Kohn-Sham gap: 7.70 eV

Mulliken atomic charge list, values in e, 5 entries: number 1, C, carries -1.064; number 2, C, carries 0.645; number 3, O, carries -0.545; number 4, C, carries 0.344; number 5, C, carries -1.006


Entry 4:
This record from the Open Molecules 2025 dataset describes an isolated molecule of C4H6OS at a distorted geometry. The level of theory is the ωB97M-V functional and the def2-TZVPD basis.

```
12
Properties=species:S:1:pos:R:3:forces:R:3
S -2.486282 -0.065030 -0.102389 2.36 0.95 -0.09
C -0.901795 0.438148 0.010170 -0.11 -0.15 1.28
O 0.089630 -0.595607 0.249255 -3.61 2.01 -1.14
C 1.404012 -0.270265 0.523068 -1.85 -0.70 4.58
C 1.918957 0.888057 -0.063130 4.61 3.44 0.05
C 2.374360 -0.535699 -0.489469 1.04 -0.28 -2.91
H -0.638749 1.683869 0.076016 -0.16 -4.02 -0.27
H 1.576847 -0.367704 1.630823 0.16 -0.32 -1.22
H 1.467943 1.667797 -0.661333 -0.46 -0.83 -0.60
H 2.693333 1.447559 0.548507 -0.97 -0.88 -0.45
H 1.763228 -0.716795 -1.413336 1.23 -0.51 0.64
H 3.427660 -1.030831 -0.420326 -2.24 1.29 0.12
```
Positions in Å, forces in eV/Å.

SMILES string: S=COC1CC1
maximum force: 0.1119 Eh/bohr
Kohn-Sham gap: 8.87 eV

Mulliken atomic charge list, values in e, 5 entries: number 1, S, carries -0.208; number 2, C, carries -0.051; number 3, O, carries -0.246; number 4, C, carries 0.139; number 5, C, carries -0.699


Entry 5:
This record from the Open Molecules 2025 dataset describes an isolated molecule of C4H6OS at a distorted geometry. The level of theory is the ωB97M-V functional and the def2-TZVPD basis.

```
12
Properties=species:S:1:pos:R:3:forces:R:3
C -1.538917 0.134335 -0.173436 0.44 -1.88 -0.48
O -1.017953 -0.851176 0.777237 0.91 1.30 0.15
C 0.281149 -0.276078 1.039070 -0.47 -0.98 -0.63
C 1.702840 -0.702886 0.928272 0.64 1.94 0.88
C 0.975433 -0.269192 -0.327196 -0.91 -0.36 -0.61
S -0.096710 0.950834 -1.087989 0.59 -0.06 -0.04
H -2.170121 -0.461842 -0.843637 0.05 0.46 0.06
H -2.063988 0.926622 0.294326 -0.65 0.62 0.67
H 0.169912 0.697571 1.508791 0.13 -0.03 -0.19
H 2.015905 -1.725273 0.953535 0.23 -0.32 -0.32
H 2.415666 0.051331 1.335769 -0.62 -0.96 0.30
H 0.800574 -1.209419 -0.859108 -0.34 0.26 0.23
```
Positions in Å, forces in eV/Å.

SMILES string: C1O[C@H]2C[C@@H]2S1
maximum force: 0.0434 Eh/bohr
Kohn-Sham gap: 9.56 eV

Mulliken atomic charge list, values in e, 5 entries: number 1, C, carries -0.426; number 2, O, carries -0.408; number 3, C, carries -0.013; number 4, C, carries -0.427; number 5, C, carries -0.143


Entry 6:
This record from the Open Molecules 2025 dataset describes an isolated molecule of C4H6OS at a distorted geometry. The level of theory is the ωB97M-V functional and the def2-TZVPD basis.

```
12
Properties=species:S:1:pos:R:3:forces:R:3
S -2.233258 -0.068087 -0.399732 0.19 -1.08 -0.95
C -0.615804 -0.144683 0.394566 1.74 0.86 -1.28
C 0.146379 1.138310 0.017428 1.24 -0.87 -0.40
C 1.395097 0.790556 -0.319639 -0.53 0.71 0.17
O 1.671301 -0.526725 -0.266198 0.24 -0.42 0.12
C 0.422462 -1.210063 -0.135678 -0.31 -0.76 1.12
H -2.867616 0.371169 0.645515 -0.60 0.35 0.91
H -0.680755 -0.200798 1.444295 -0.55 -0.19 1.31
H -0.261655 2.120976 -0.126074 -0.21 0.08 0.36
H 2.249631 1.380194 -0.618652 -0.17 0.21 -0.03
H 0.120305 -1.504272 -1.122419 -0.20 -0.41 -0.65
H 0.653912 -2.146581 0.486585 -0.83 1.52 -0.68
```
Positions in Å, forces in eV/Å.

SMILES string: S[C@@H]1C=COC1
maximum force: 0.0452 Eh/bohr
Kohn-Sham gap: 9.36 eV

Mulliken atomic charge list, values in e, 5 entries: number 1, S, carries -0.230; number 2, C, carries 0.144; number 3, C, carries -0.373; number 4, C, carries -0.341; number 5, O, carries -0.375


Entry 7:
This record from the Open Molecules 2025 dataset describes a cluster of 2 separate species, C4H6OS2 in total at a distorted geometry. The level of theory is the ωB97M-V functional and the def2-TZVPD basis.

```
13
Properties=species:S:1:pos:R:3:forces:R:3
C 0.679663 -1.128924 0.001764 -2.81 -0.65 0.39
C -1.439352 -0.091157 0.128396 2.92 0.65 0.05
C 1.030859 -1.149272 -1.442058 2.73 -0.58 1.60
C -0.382504 1.741252 1.211365 -0.32 1.97 -0.51
O -1.535713 1.103266 0.658063 -0.26 -1.10 0.03
S 0.820599 -2.147080 1.203571 0.56 0.19 -0.07
S -2.426139 -1.035192 -0.628496 -0.97 -0.44 -0.31
H 2.037965 -0.635100 -1.292095 -0.66 -0.69 -0.94
H 0.423780 -0.429060 -1.865010 -1.24 1.08 -1.61
H 1.144669 -2.134798 -2.001668 -0.25 1.27 1.02
H -0.794439 2.498702 1.898576 0.22 -0.37 -0.24
H 0.131796 2.285369 0.396926 -0.15 -0.37 0.36
H 0.308815 1.121999 1.730670 0.23 -0.95 0.23
```
Positions in Å, forces in eV/Å.

maximum force: 0.0627 Eh/bohr
Kohn-Sham gap (alpha / beta): 6.79 / 6.97 eV

Mulliken atomic charge list, values in e, 5 entries: number 1, C, carries 0.114; number 2, C, carries 0.244; number 3, C, carries -0.827; number 4, C, carries -0.585; number 5, O, carries -0.297


Entry 8:
This record from the Open Molecules 2025 dataset describes a structure of composition C4H6OS2 at a distorted geometry. The level of theory is the ωB97M-V functional and the def2-TZVPD basis.

```
13
Properties=species:S:1:pos:R:3:forces:R:3
C -1.930604 -0.206944 -0.500022 0.40 0.07 2.42
C -0.722486 0.578953 -0.057929 -2.46 1.62 -1.36
C 0.437618 -0.000605 0.490598 0.53 -2.85 0.77
C 1.814538 0.414812 0.232616 1.15 -0.11 -0.52
H -2.880138 0.227075 -0.199056 0.07 0.42 -0.22
H -1.930227 -1.197366 -0.100455 0.10 -0.81 0.43
H -1.816147 -0.289904 -1.516644 -0.29 -0.16 -2.64
H -0.640966 1.461219 -0.682624 0.49 0.40 0.29
H 0.297652 -1.088170 0.573944 0.35 0.24 0.51
H 2.461768 -1.807192 0.473061 -0.58 -1.11 0.39
O -0.444875 0.755709 1.314019 0.37 -0.03 0.01
S 3.121010 -0.766022 0.058078 -0.22 0.93 -0.08
S 2.232863 1.918439 -0.085590 0.10 1.39 -0.01
```
Positions in Å, forces in eV/Å.

maximum force: 0.0631 Eh/bohr
Kohn-Sham gap: 8.50 eV

Mulliken atomic charge list, values in e, 5 entries: number 1, C, carries -1.374; number 2, C, carries 0.242; number 3, C, carries 0.066; number 4, C, carries 0.189; number 5, H, carries 0.311


Entry 9:
This record from the Open Molecules 2025 dataset describes an isolated molecule of C4H6OS2 at a distorted geometry. The level of theory is the ωB97M-V functional and the def2-TZVPD basis.

```
13
Properties=species:S:1:pos:R:3:forces:R:3
C -3.260471 -0.229749 -0.297122 0.32 -0.12 0.22
C -2.106806 -0.215725 0.363480 -0.70 0.05 -0.60
O -1.151669 0.747563 0.093819 -0.32 0.36 -0.13
C 0.154430 0.473957 0.029671 0.35 -0.41 0.06
S 1.243901 1.674912 -0.016601 0.01 -0.01 -0.02
S 0.506231 -1.255260 -0.026358 0.04 0.11 -0.02
C 2.302194 -1.277732 -0.073747 0.15 1.12 0.18
H -3.443777 0.475042 -1.107086 0.00 -0.19 0.22
H -4.030249 -0.962560 -0.030903 0.39 0.41 -0.11
H -1.859785 -0.871507 1.171327 0.09 -0.34 0.36
H 2.722089 -0.788235 0.814089 -0.22 -0.14 -0.20
H 2.605749 -2.303017 -0.091296 0.06 -0.68 -0.06
H 2.681146 -0.749170 -0.953028 -0.18 -0.15 0.10
```
Positions in Å, forces in eV/Å.

SMILES string: C=COC(=S)SC
maximum force: 0.0223 Eh/bohr
Kohn-Sham gap: 9.22 eV

Mulliken atomic charge list, values in e, 5 entries: number 1, C, carries -0.706; number 2, C, carries -0.044; number 3, O, carries -0.331; number 4, C, carries 0.342; number 5, S, carries -0.292


Calculated total energy values (in eV) by entry order: -17122.3735; -17124.4744; -17126.9249; -17124.3496; -17123.9232; -17126.5173; -27958.6118; -27961.1682; -27961.9366.
Relative energy (zero: lowest compared OMol25 entry of this formula, charge and spin) values (in kJ/mol) by entry order: 555.4; 352.7; 116.3; 364.7; 405.9; 155.6; 450.3; 203.6; 129.5.